This record from OMol25 describes a gas-phase ion, C4H6N (charge +1) in a non-equilibrium geometry. The level of theory is ωB97M-V/def2-TZVPD.

Summary:
Lowest unoccupied orbital energy (spin up / spin down) (Eh): -0.2815 / -0.2815
Orbital gap (spin up / spin down) (eV): 6.81 / 6.81
Strongest force on any atom (Eh/bohr): 0.06050
Net charge: +1
ΔE to the lowest compared entry with this formula, charge and spin (eV): 3.905

Element x y z (Å)
C 1.17 -0.42 -0.03
C 1.33 0.87 0.03
C -1.31 0.92 0.08
C -1.17 -0.40 -0.02
N 0.01 -1.12 0.07
H 2.19 -0.98 -0.31
H -2.12 1.56 -0.16
H 2.19 1.54 0.07
H -2.01 -1.23 -0.24
H -0.26 1.40 0.20
H -0.01 -2.15 0.31